Computed, not measured: a molecular structure, C65H145N10O19 at a distorted geometry, with ωB97M-V/def2-TZVPD.

## Properties
* E: -123506.43261 eV
* gap between HOMO and LUMO: 4.0724 eV

Geometry as ORCA input:
```
! wB97M-V def2-TZVPD RIJCOSX def2/J DEFGRID3
* xyz 5 1
C 4.969 0.459 -4.704
C 4.717 -0.804 -3.954
O 4.206 -0.953 -2.894
N 5.017 -2.080 -4.782
H 4.847 -1.877 -5.756
H 5.967 -2.357 -4.581
C 4.152 -3.384 -4.380
H 4.708 1.341 -4.120
H 4.441 0.532 -5.655
H 6.052 0.497 -4.817
H 3.159 -3.338 -4.828
H 4.104 -3.396 -3.291
H 4.820 -4.178 -4.714
C 0.371 -2.648 -6.514
C 0.313 -1.306 -5.812
O 0.704 -1.193 -4.685
N -0.086 -0.099 -6.625
H -0.638 -0.341 -7.436
H -0.672 0.440 -6.003
C 1.179 0.575 -7.115
H 1.404 -2.992 -6.561
H -0.201 -2.635 -7.442
H -0.103 -3.383 -5.862
H 1.569 0.042 -7.982
H 1.975 0.593 -6.371
H 0.978 1.615 -7.372
C 6.664 7.036 1.489
C 6.420 5.872 2.386
O 6.784 5.774 3.593
N 5.525 4.793 1.844
H 4.983 4.343 2.567
H 4.896 5.204 1.170
C 6.400 3.706 1.170
H 7.658 7.412 1.730
H 5.854 7.765 1.523
H 6.781 6.637 0.481
H 6.808 3.925 0.183
H 5.700 2.936 0.844
H 7.021 3.280 1.958
C 0.603 5.012 1.884
C -0.931 4.977 1.647
O -1.449 4.932 0.540
N -1.771 5.096 2.900
H -2.310 4.244 2.960
H -1.132 4.999 3.676
C -2.621 6.361 2.881
H 1.180 4.721 1.006
H 0.784 4.281 2.671
H 0.910 5.929 2.386
H -3.305 6.391 3.729
H -3.106 6.407 1.906
H -2.022 7.247 3.091
C -3.092 -5.086 2.666
C -2.052 -5.836 1.869
C -1.653 -5.106 0.556
N -0.682 -5.972 -0.328
C -1.461 -7.183 -0.931
C 0.564 -6.599 0.309
C 1.559 -6.864 -0.848
C 1.419 -5.623 -1.710
C -0.025 -5.215 -1.562
H -3.971 -4.850 2.066
H -2.600 -4.178 3.015
H -3.388 -5.549 3.607
H -2.372 -6.869 1.728
H -1.165 -6.030 2.473
H -1.240 -4.126 0.797
H -2.567 -5.027 -0.033
H -2.378 -6.852 -1.419
H -1.681 -7.834 -0.085
H -0.809 -7.760 -1.585
H 0.341 -7.496 0.887
H 0.900 -5.873 1.049
H 1.347 -7.814 -1.338
H 2.569 -6.962 -0.449
H 1.612 -5.667 -2.782
H 2.016 -4.768 -1.396
H -0.514 -5.542 -2.480
H -0.154 -4.133 -1.549
C 5.125 -2.868 -0.111
C 5.133 -1.891 1.087
C 5.169 -2.755 2.337
N 5.057 -1.994 3.697
C 6.398 -1.235 3.936
C 3.821 -1.105 3.811
C 3.587 -0.888 5.337
C 4.093 -2.228 6.033
C 4.797 -2.984 4.913
H 4.217 -3.467 -0.168
H 5.932 -3.598 -0.174
H 5.289 -2.297 -1.025
H 4.192 -1.343 1.048
H 5.987 -1.215 1.114
H 6.084 -3.344 2.412
H 4.260 -3.354 2.307
H 6.698 -1.165 4.982
H 6.319 -0.216 3.557
H 7.148 -1.823 3.408
H 3.944 -0.165 3.272
H 2.993 -1.632 3.337
H 4.215 -0.058 5.664
H 2.554 -0.979 5.673
H 4.800 -2.038 6.841
H 3.316 -2.933 6.331
H 5.724 -3.414 5.294
H 4.150 -3.719 4.434
C -5.130 -1.636 6.193
C -3.690 -1.812 5.609
C -2.846 -0.489 5.808
N -1.324 -0.656 5.419
C -1.077 -1.200 3.975
C -0.501 -1.494 6.441
C 0.062 -0.445 7.370
C 0.407 0.813 6.483
C -0.628 0.732 5.368
H -5.708 -2.539 6.393
H -5.843 -1.017 5.649
H -5.091 -1.196 7.189
H -3.838 -2.142 4.580
H -3.281 -2.656 6.165
H -2.895 -0.239 6.868
H -3.266 0.320 5.211
H -1.672 -0.605 3.281
H -1.494 -2.204 4.058
H 0.010 -1.252 3.904
H 0.302 -2.027 5.931
H -1.248 -2.075 6.981
H 0.934 -0.814 7.910
H -0.717 -0.241 8.105
H 1.447 0.692 6.180
H 0.392 1.815 6.911
H -0.006 0.755 4.474
H -1.334 1.563 5.362
C -1.941 -1.614 -1.881
C -0.758 -1.382 -0.957
C -0.493 0.196 -0.832
N 0.817 0.534 -0.092
C 0.908 -0.057 1.330
C 0.883 2.060 -0.133
C 2.292 2.453 -0.218
C 3.168 1.244 -0.586
C 2.165 0.170 -0.882
H -2.538 -2.466 -1.556
H -1.470 -1.975 -2.795
H -2.613 -0.759 -1.961
H 0.222 -1.774 -1.226
H -0.871 -1.830 0.030
H -1.310 0.746 -0.365
H -0.324 0.602 -1.829
H -0.122 -0.022 1.684
H 1.573 0.570 1.924
H 1.232 -1.097 1.305
H 0.455 2.514 0.760
H 0.436 2.551 -0.998
H 2.692 2.934 0.674
H 2.411 3.284 -0.913
H 3.796 1.048 0.283
H 3.719 1.316 -1.524
H 2.509 -0.857 -0.762
H 1.810 0.276 -1.907
C -5.349 -2.040 1.562
C -5.318 -1.389 0.175
C -6.768 -1.126 -0.339
N -6.854 -0.394 -1.636
C -6.472 1.069 -1.502
C -6.048 -1.082 -2.757
C -6.861 -2.260 -3.292
C -8.265 -1.868 -2.900
C -8.254 -0.514 -2.287
H -6.124 -2.805 1.616
H -5.457 -1.256 2.311
H -4.347 -2.392 1.808
H -4.600 -1.912 -0.457
H -4.946 -0.368 0.264
H -7.287 -0.410 0.298
H -7.207 -2.102 -0.547
H -6.612 1.462 -2.509
H -5.399 1.032 -1.314
H -6.942 1.743 -0.786
H -5.881 -0.333 -3.532
H -5.015 -1.261 -2.456
H -6.684 -2.377 -4.361
H -6.530 -3.201 -2.852
H -8.836 -1.906 -3.827
H -8.610 -2.605 -2.175
H -8.381 0.217 -3.086
H -9.068 -0.407 -1.571
C 1.906 2.684 -4.020
C 1.106 3.996 -4.346
C 0.287 4.568 -3.224
N -0.575 5.806 -3.490
C 0.202 6.771 -4.276
C -1.209 6.423 -2.263
C -2.688 5.820 -2.213
C -3.086 5.588 -3.644
C -1.814 5.373 -4.372
H 2.570 2.724 -3.156
H 2.631 2.519 -4.817
H 1.181 1.876 -3.927
H 0.505 3.652 -5.188
H 1.823 4.766 -4.631
H 0.881 5.042 -2.443
H -0.382 3.904 -2.677
H 0.414 6.352 -5.260
H 1.116 7.023 -3.738
H -0.455 7.617 -4.477
H -1.169 7.501 -2.415
H -0.580 6.238 -1.392
H -3.286 6.546 -1.664
H -2.710 4.841 -1.735
H -3.660 6.480 -3.897
H -3.563 4.610 -3.706
H -1.731 5.965 -5.284
H -1.657 4.358 -4.737
O -1.961 2.184 -3.014
C -2.759 1.682 -3.992
O -2.251 1.269 -5.050
O -3.986 1.635 -3.727
H -2.627 2.077 -2.331
O -3.775 0.782 2.221
C -3.047 1.874 2.401
O -3.376 2.729 3.254
O -2.033 1.959 1.611
H -3.064 0.574 1.611
O 1.320 -3.356 2.029
C 1.342 -4.192 3.034
O 0.239 -4.107 3.575
O 2.276 -4.924 3.359
H 0.546 -3.174 2.567
O -2.867 -3.669 -4.078
C -3.112 -4.946 -3.926
O -2.886 -5.748 -4.831
O -3.691 -5.210 -2.852
H -3.488 -3.540 -3.357
O 3.286 7.405 0.900
C 3.134 6.579 -0.065
O 2.112 6.761 -0.679
O 3.868 5.629 -0.260
H 2.441 7.662 0.525
*
```